ORCA calculation (the ωB97M-V functional and the def2-TZVPD basis) on a cluster of 2 separate species, C8H17IN3O2 in total at a distorted geometry.

Net charge: -1
Largest force on an atom in eV/Å: 1.4
Highest occupied orbital energy in eV: -1.13
Orbital gap in eV: 3.514
E_tot in a.u.: -927.278982

Geometry as XYZ:
```
31
Properties=species:S:1:pos:R:3:forces:R:3
N 3.30112 0.52791 -0.57723 0.4 -0.3 -0.2
C 2.23949 -0.25716 -0.92086 -0.3 0.4 0.1
N 2.26424 -1.38746 -1.78552 -0.4 0.2 0.2
C 0.91776 -1.95170 -1.56363 0.0 0.2 -0.1
C 0.02634 -0.73648 -1.25974 0.4 -0.7 0.4
C -1.28670 -1.10773 -0.61542 -0.2 0.1 0.0
C -2.19390 0.08506 -0.28316 -0.3 -0.2 -0.1
C -3.52151 0.03634 -1.01488 0.1 0.2 -0.2
I -4.86078 -1.42485 -0.20244 -0.1 -0.1 0.0
N 0.99960 -0.00980 -0.41198 0.2 0.6 -1.2
H 3.67276 1.23705 -1.18677 0.0 0.0 0.1
H 3.75954 0.42292 0.32111 -0.3 0.1 0.1
H 2.29363 -1.03114 -2.74539 0.3 -0.2 0.0
H 0.57831 -2.53396 -2.41746 0.0 -0.1 0.1
H 0.96958 -2.55136 -0.65365 -0.1 -0.2 -0.1
H -0.13728 -0.19128 -2.20194 0.0 0.2 0.1
H -1.81005 -1.75341 -1.33222 0.1 -0.1 0.0
H -1.09040 -1.70780 0.27355 0.0 0.1 0.1
H -1.71309 1.03006 -0.55707 0.0 0.0 0.0
H -2.33227 0.15079 0.79540 0.1 0.2 0.0
H -3.42470 -0.25303 -2.06047 0.0 0.1 0.0
H -4.06201 0.97645 -0.95768 0.0 0.0 0.1
H 0.86573 0.98783 -0.29829 -0.4 -0.2 0.8
O -0.96635 0.63561 2.15299 -0.1 -0.2 -0.1
C -0.27537 1.62167 2.66548 0.5 0.1 0.0
C 1.40278 1.25724 2.77660 0.0 -0.1 -0.2
O 2.17296 2.19350 3.23270 0.1 0.2 0.0
H -0.47024 1.88979 3.72575 -0.1 -0.1 0.0
H -0.22992 2.56397 2.06862 -0.1 0.0 0.0
H 1.51902 0.98644 1.68566 0.0 0.0 0.1
H 1.39172 0.29455 3.34793 -0.1 0.0 0.0
```
Forces are in eV/Å.